Record 1
The following is a quantum chemistry calculation of C58H42ClN4O2OsP2 as an isolated structure, from the OMol25 dataset.

Structure (XYZ):
```
110
Properties=species:S:1:pos:R:3:forces:R:3
Os -0.36576 0.15377 -0.33938 0.6316 1.4597 -0.8113
Cl -0.61204 -4.38635 -6.02435 0.0334 0.0591 -0.0357
P 2.08050 0.10041 -0.35090 0.3886 -0.7002 0.7148
P -2.05005 1.86786 -0.44250 -0.8604 -0.4458 -0.0673
O 0.73468 2.67109 -0.43952 -0.0782 -0.1089 0.0564
O -0.13055 0.07537 -2.34506 0.1841 0.2307 -0.3050
N -1.17263 -1.55191 -0.34762 0.1058 0.1783 0.8704
N 1.01727 -2.61643 1.98409 -0.0403 -0.3354 -0.0470
N 3.87106 -5.99039 5.03841 -0.0022 0.0119 -0.0033
N -0.79191 0.01190 1.69843 0.3973 0.5208 0.1687
C 2.06267 -3.15296 4.07309 -0.0567 0.0120 0.0459
C -1.52155 -1.09577 1.97778 0.1034 0.0044 -0.0211
C 3.23612 -2.60320 -3.83802 -0.0210 0.0191 -0.0157
C -1.79773 -0.40630 4.26084 0.0181 0.0275 -0.0458
C -0.71999 -2.19807 -2.67246 -0.0921 -0.1857 0.1614
C -0.27331 -0.91770 -3.13474 0.0699 0.3332 0.1188
C 3.54009 0.14612 3.40716 0.0386 0.0242 -0.0010
C 2.38160 -2.32567 -1.61038 -0.0313 0.0469 -0.0674
C -3.83037 0.95363 1.45842 0.0276 0.0542 0.0027
C -3.44557 1.27291 -4.19812 -0.0331 0.0193 0.0177
C 2.71649 -3.15205 -2.67362 0.0092 -0.0035 0.0214
C -0.50689 -3.09549 -4.90516 -0.0183 -0.0299 0.0154
C -0.80331 -3.28486 -3.60019 -0.0258 -0.1755 -0.0348
C 1.36687 -2.30258 3.23125 -0.1558 -0.0862 -0.0180
C -4.61249 2.25221 3.32294 0.0036 -0.0003 -0.0123
C 4.45553 -0.90120 3.42610 0.0133 0.0543 -0.0041
C 4.13538 4.08418 -0.01935 0.0050 -0.0452 0.0107
C -3.02104 3.20790 1.79290 -0.0450 0.0289 -0.0117
C 4.26169 1.75589 -0.55224 -0.0070 0.0866 0.0215
C 4.61834 -1.70451 2.30704 0.0178 0.0257 -0.0495
C -3.06162 -3.36122 2.37472 0.0574 0.0592 -0.0073
C 0.00739 -0.75447 -4.51496 0.0360 0.0504 -0.2460
C -2.05658 -1.34942 3.24279 -0.0491 -0.0795 0.2123
C 3.39625 -1.22614 -3.95362 0.0505 -0.0066 0.0100
C -0.58675 0.89186 2.66245 0.0201 -0.0021 0.0260
C 2.94150 -0.43309 1.14668 -0.1172 -0.1128 0.0498
C -4.54525 1.36213 -1.63893 0.0886 0.0054 -0.0333
C -3.16859 1.50974 -1.81681 -0.0223 -0.3530 0.0331
C 2.43970 -4.39718 3.58639 0.0894 -0.0720 0.0736
C -3.04354 2.03373 1.04085 0.1100 -0.1392 0.1783
C 3.06100 -0.39256 -2.89919 0.0696 -0.0072 0.0643
C -2.52438 -3.07926 1.09703 -0.0518 -0.0616 -0.0589
C -4.61309 1.06716 2.59384 -0.0035 -0.0054 0.0233
C -1.41690 3.47220 -0.86929 -0.0259 0.0239 0.0873
C -2.62108 1.46229 -3.10458 -0.0884 0.0615 0.0265
C -1.12250 -2.42039 -1.37545 -0.2452 -0.3014 -0.3969
C 2.06208 -4.75689 2.29823 -0.0109 -0.0217 -0.0717
C -0.51677 5.87707 -1.84621 -0.0480 -0.0644 0.0021
C 1.34572 -3.83843 1.55296 -0.0663 0.0560 0.1046
C -0.06430 3.71239 -0.93327 0.1699 0.0696 -0.0684
C 2.75011 4.03230 -0.00461 -0.0473 0.0355 0.2397
C 3.22611 -5.29001 4.39760 -0.0705 0.0216 -0.0326
C -2.33702 4.45448 -1.24987 0.0440 0.0013 -0.0092
C 2.12215 2.84052 -0.33844 -0.0175 0.0941 -0.0009
C -2.83948 -2.51741 3.42653 0.0113 0.0047 -0.0607
C 4.89460 2.96636 -0.35297 -0.0021 -0.0383 0.0205
C 3.86076 -1.47868 1.16468 0.0475 0.0769 0.0060
C 0.39823 4.89747 -1.48851 0.1001 -0.0313 -0.0884
C -3.81565 3.31618 2.92633 0.0254 0.0025 -0.0030
C 2.78578 0.37889 2.27109 0.1044 0.0286 -0.0465
C -5.36468 1.18853 -2.74585 -0.0377 -0.0009 0.0434
C -4.81918 1.13636 -4.01834 0.0291 -0.0191 -0.0375
C -0.11169 -1.80053 -5.37232 0.0381 0.1173 0.0906
C -1.88473 5.67790 -1.69763 -0.0039 0.0011 -0.0185
C -1.06371 0.71388 3.96790 -0.0248 -0.0661 -0.0015
C 2.86637 1.69824 -0.51879 -0.2336 0.0268 -0.4254
C 2.58479 -0.94662 -1.70882 -0.2729 -0.0885 -0.1471
C -1.74971 -1.96876 0.90826 -0.2162 -0.4372 -0.3253
H -3.65904 -4.25261 2.50583 -0.0280 0.0203 -0.0153
H -2.76368 -3.74431 0.27830 -0.0272 -0.0515 0.0677
H 3.43430 0.79048 4.27029 -0.0039 -0.0068 0.0035
H -2.40595 4.04541 1.48968 -0.0107 0.0019 -0.0042
H -6.43442 1.10519 -2.60873 0.0064 -0.0224 -0.0031
H 5.05461 -1.07701 4.31019 0.0141 0.0030 -0.0142
H 3.18957 0.67868 -2.99193 0.0075 -0.0067 -0.0162
H 1.00923 -4.10736 0.55568 0.0152 -0.0227 0.0091
H -0.14944 6.81030 -2.25182 0.0100 -0.0212 -0.0301
H 2.30898 -2.85697 5.08339 0.0391 0.0181 -0.0196
H -3.81603 4.23744 3.49334 -0.0050 -0.0051 0.0020
H 1.98243 -2.74371 -0.69401 0.0225 -0.0122 -0.0098
H -5.24101 2.34737 4.19863 0.0073 -0.0081 0.0018
H -2.19074 -0.57344 5.25625 0.0083 0.0170 0.0035
H 4.62874 5.01012 0.24432 -0.0110 0.0128 -0.0354
H 4.83813 0.85264 -0.71020 0.0083 0.0022 0.0360
H -3.84572 0.03251 0.88528 -0.0260 -0.0017 -0.0040
H -1.47173 -3.42569 -1.16940 0.0192 0.0423 0.1411
H -1.11271 -4.26480 -3.25870 -0.0322 0.0382 0.0471
H 5.97271 3.02839 -0.40070 -0.0005 0.0126 0.0257
H 2.11085 1.22728 2.23910 0.0300 0.0032 0.0164
H 0.32888 0.22107 -4.85498 -0.0072 -0.0068 -0.0134
H -3.02493 1.24343 -5.19458 0.0001 0.0236 0.0024
H 2.18506 4.89835 0.30297 -0.0140 0.0341 -0.0730
H -0.85237 1.46389 4.71668 -0.0092 0.0108 -0.0127
H -2.58910 6.45238 -1.96667 0.0197 0.0066 -0.0149
H 0.10273 -1.66718 -6.42526 -0.0045 -0.0452 -0.0019
H -1.55812 1.60033 -3.24675 -0.0150 0.0450 -0.0349
H 2.58134 -4.22315 -2.59373 0.0145 0.0065 0.0141
H 2.31701 -5.72700 1.89483 -0.0007 0.0045 0.0053
H -0.03453 1.78403 2.39396 -0.0240 0.0047 -0.0016
H 4.02092 -2.09452 0.29122 0.0176 -0.0091 0.0061
H 3.51831 -3.24907 -4.65947 -0.0117 0.0037 0.0017
H -3.39921 4.24833 -1.19679 0.0009 -0.0009 -0.0200
H 1.44509 5.06470 -1.67322 0.0211 0.0489 0.0259
H -4.98498 1.40780 -0.65358 -0.0397 0.0466 -0.0263
H 1.08489 -1.31409 3.57533 -0.0141 -0.0341 0.0200
H -5.23176 0.23647 2.90831 -0.0183 0.0120 -0.0160
H 3.79302 -0.80211 -4.86676 0.0118 -0.0037 0.0095
H -3.27495 -2.71409 4.39785 0.0471 -0.0432 0.0083
H 5.35964 -2.49302 2.30670 -0.0390 -0.0337 0.0317
H -5.46444 0.99706 -4.87555 0.0051 0.0085 0.0008
```
Positions in Å, forces in eV/Å.

2S+1: 1
ΔE to the lowest compared entry with this formula, charge and spin: 0.0 kcal/mol
Total charge: +3
HOMO level: -15.7797 eV
HOMO-LUMO gap: 5.73 eV


Record 2
The following is a quantum chemistry calculation of C58H46BrN9O9PSTl as an isolated structure, from the OMol25 dataset.

Structure (XYZ):
```
126
Properties=species:S:1:pos:R:3:forces:R:3
Tl 0.46509 1.05806 -0.80854 0.1607 -0.1107 0.3484
Br -3.74221 0.03100 -7.42425 0.0679 0.0043 0.0776
S -3.62727 5.72879 6.66675 -0.0565 0.0716 -0.1093
P 0.30377 -2.84343 0.90910 -0.1429 -0.1761 -0.0844
O -3.52831 6.84516 5.72899 0.0744 0.0137 0.1205
O 0.05614 -0.80976 -2.84404 -0.0703 0.1667 -0.0378
O 2.68373 -0.96318 0.97741 0.3022 -0.1866 -0.0569
O 4.40856 -1.62329 -0.32201 0.0609 -0.0873 0.0926
O -2.38884 5.00620 6.87615 -0.0547 -0.0119 -0.0126
O 1.11058 7.69315 1.51790 0.0935 0.0209 -0.0736
O -4.40598 5.97907 7.85502 -0.1005 -0.0455 -0.0797
O -1.35046 1.40544 -2.94021 0.0966 -0.0400 0.0460
O -2.50664 5.26830 1.18896 0.1177 -0.0241 -0.0265
N -1.07312 7.17903 1.30052 0.0081 -0.0691 0.0423
N -3.85941 4.02615 4.67091 0.0464 -0.2086 -0.0980
N -5.94395 4.67401 5.55601 0.0117 0.0653 0.2231
N -1.64406 1.68130 0.94976 0.0054 0.0093 -0.0661
N 5.34429 0.95615 -1.48469 0.0052 -0.0609 0.0595
N -0.19298 -3.90501 -5.63733 -0.0786 0.0015 -0.0330
N 0.82532 3.92828 -1.06187 -0.1082 -0.0578 0.0530
N 0.60658 -3.14269 -3.71644 0.2157 0.2301 -0.3539
N 3.16136 1.08151 -1.65916 0.0593 -0.2366 0.2699
C -2.13980 2.58765 -2.90135 -0.0613 0.1111 0.0151
C 1.85943 -3.85306 1.02094 0.0009 0.1842 -0.1325
C -4.61296 4.63654 5.57863 0.1840 0.3100 -0.2535
C -4.45167 3.38665 3.67229 -0.1920 0.1504 0.2130
C 2.93439 -5.96956 1.54120 -0.0911 -0.0364 0.0120
C -2.20749 6.55029 0.68248 -0.0066 -0.0429 0.0284
C 1.80265 -5.17934 1.44703 0.0215 0.0222 -0.0363
C -1.64909 -4.79305 -2.08519 0.0243 -0.0114 0.0487
C 0.35597 4.77574 -0.14361 0.0512 0.1182 -0.0354
C 1.14030 -4.39623 -3.94147 0.0150 -0.1425 -0.2737
C -0.91905 -3.89747 -1.31667 -0.0238 0.1602 0.2309
C -1.45323 -5.14106 0.66151 0.0051 -0.0098 -0.0623
C 3.45774 -1.91990 0.34359 -0.1917 0.3162 -0.1501
C 4.16325 -5.46398 1.14739 0.0177 -0.0112 -0.0552
C 2.02788 -5.15383 -3.18114 -0.0287 0.0470 0.0176
C 4.97651 2.07657 2.67552 -0.0095 -0.0014 0.0573
C 1.56011 4.41771 -2.05866 -0.0061 -0.0818 -0.0012
C -2.15628 2.71355 3.03819 -0.1545 -0.0352 0.0665
C 1.02124 -6.13110 -5.66166 -0.0316 -0.0130 -0.0399
C -1.97040 -2.94623 4.32665 -0.0610 0.0105 0.0691
C -1.27004 2.16572 2.13456 -0.0375 0.0119 -0.0650
C -1.83157 -1.43032 -5.92439 0.0393 0.0262 0.0504
C 3.42554 0.26097 2.84099 -0.1408 -0.0299 0.0540
C 1.86174 5.76296 -2.18375 0.0093 0.0437 -0.0059
C -0.18009 -2.88071 -4.73589 0.1432 -0.1493 -0.0103
C 3.39089 0.15331 1.45915 0.2642 -0.3530 -0.0472
C -0.79145 -4.06857 0.06115 0.0202 0.0422 0.1015
C -1.57375 -2.97305 2.99889 0.0764 0.0899 0.0111
C 2.40016 -6.38635 -3.67855 0.0514 -0.0097 0.0780
C -2.40536 0.73028 -5.01390 0.0008 0.0524 0.0507
C 0.72172 -2.87167 3.68955 0.0284 0.0006 -0.0514
C -1.54148 0.52502 -3.95607 -0.0814 -0.0330 -0.1089
C 3.71640 1.05801 -2.91524 -0.0228 0.1270 -0.0634
C -0.21894 -2.95094 2.66453 -0.0947 0.0575 -0.0997
C 4.12921 1.02029 0.65596 -0.0434 0.0937 0.0552
C 4.92280 1.97776 1.29722 -0.1484 0.0346 -0.0017
C -1.02546 -2.86996 5.34039 -0.0184 -0.0008 -0.0370
C 4.24086 -4.16423 0.69044 0.0137 0.0914 -0.0674
C -3.51278 2.75863 2.70894 0.1697 -0.1488 -0.0203
C 4.21446 1.21772 3.45452 0.0049 0.0056 -0.0738
C -6.53411 4.05075 4.54692 0.0374 -0.1225 0.0010
C 0.23975 7.06750 0.95039 -0.1479 0.0109 0.0665
C 0.64737 -4.89217 -5.15746 0.1244 0.0327 0.2093
C -2.53803 -0.25606 -5.98638 -0.1060 -0.0551 -0.1683
C -3.90474 2.24187 1.48080 -0.0105 0.0407 0.0704
C 1.38986 6.63685 -1.21986 -0.0164 0.0333 0.0037
C 0.32208 -2.83065 5.01736 0.0252 0.0167 0.0310
C -0.94358 -1.64375 -4.86208 -0.1179 0.1704 -0.0002
C -2.26560 -5.87765 -1.48256 0.0025 -0.0201 -0.0271
C -2.93690 1.72170 0.64216 -0.0382 -0.0567 -0.0659
C 4.16426 0.97973 -0.81373 0.0836 0.3692 -0.3230
C 3.10781 -3.34104 0.64926 0.0259 -0.0720 0.3016
C -0.78924 -0.66113 -3.87880 0.0763 -0.2179 -0.0517
C 1.90889 -6.86745 -4.90030 -0.0614 0.0231 -0.0522
C 0.61039 6.14467 -0.18184 0.0225 -0.1546 0.0622
C -5.83564 3.36868 3.55985 0.0410 -0.0418 -0.0771
C 5.07144 0.98077 -2.82640 -0.0804 0.0419 -0.1417
C -2.17415 -6.04246 -0.10711 0.0044 0.0025 0.0767
H -1.73470 -4.64200 -3.15419 0.0111 -0.0125 -0.0278
H 5.48817 2.67221 0.68880 0.0123 -0.0098 -0.0231
H 3.09056 -7.00058 -3.11560 -0.0044 0.0115 0.0090
H 1.06223 -2.76847 5.80509 0.0218 0.0046 -0.0261
H -1.97365 -2.17630 -6.69349 -0.0036 -0.0033 -0.0007
H -6.35165 2.85727 2.75921 -0.0222 0.0350 0.0079
H 5.05474 -6.07453 1.20292 0.0017 0.0088 -0.0030
H -2.97932 1.64133 -5.09660 -0.0022 -0.0167 0.0222
H -1.42356 -5.27317 1.73449 0.0698 -0.0231 0.0464
H -1.23477 7.71473 2.14234 0.0569 0.0605 -0.0022
H -0.70899 -3.93983 -6.49745 -0.0231 0.0427 -0.0083
H 5.60576 2.82280 3.14133 -0.0128 0.0098 -0.0159
H -0.22297 4.34309 0.66453 -0.0790 0.0384 -0.0343
H 2.85051 -6.97795 1.92609 0.0107 -0.0145 -0.0524
H -2.60727 5.32287 2.14900 -0.0875 0.0322 0.0367
H -3.06176 7.22027 0.80071 0.0199 0.0035 0.0115
H 5.83847 0.95644 -3.57989 0.0183 -0.0238 0.0405
H -0.20691 2.11821 2.35576 -0.0129 0.0032 0.0362
H 2.40572 -4.77957 -2.23835 0.0198 -0.0115 0.0263
H 2.23377 -7.83611 -5.25572 -0.0107 -0.0035 0.0082
H 5.18589 -3.74156 0.38048 0.0255 -0.0216 0.0283
H 2.84437 -0.43842 3.42785 -0.0079 -0.0269 -0.0261
H -2.81772 -6.59307 -2.07839 -0.0362 0.0240 0.0016
H -1.91813 3.24053 -3.74850 0.0139 -0.0373 -0.0147
H 0.49536 -1.70839 -2.92970 0.0475 0.0840 -0.0492
H -1.87183 3.09244 -1.97577 0.0061 0.0059 -0.0186
H -3.20591 2.35025 -2.88622 0.0169 -0.0378 -0.0234
H 2.47065 6.11459 -3.00511 -0.0065 -0.0178 -0.0080
H 4.25476 1.26572 4.53416 -0.0420 0.0620 -0.0047
H -1.83888 3.12547 3.98763 0.0478 -0.0363 -0.0035
H -2.01100 6.41113 -0.37941 -0.0158 0.0209 -0.0107
H 0.84892 -5.60269 1.71995 -0.0929 -0.0149 0.0604
H -7.61809 4.10239 4.52094 -0.0031 -0.0456 0.0021
H 0.63899 -6.49985 -6.60463 0.0190 -0.0233 0.0089
H -0.43341 -3.05207 -1.79071 -0.2103 -0.2242 0.2554
H -2.66439 -6.87903 0.37480 -0.0199 0.0078 -0.0185
H -2.32231 -3.00809 2.21773 -0.0314 -0.0097 -0.0090
H -3.02331 -2.98230 4.57669 0.0037 0.0369 -0.0330
H 1.62922 7.69199 -1.25512 0.0155 -0.0056 0.0244
H -3.20663 1.31377 -0.32812 -0.0258 0.0072 0.0233
H 1.93421 3.69025 -2.77189 0.0078 0.0328 -0.0134
H -1.33998 -2.83082 6.37487 0.0054 -0.0223 -0.0034
H 3.10434 1.13339 -3.79931 0.0258 -0.0613 -0.0127
H 1.77651 -2.84373 3.44028 0.0143 -0.0304 0.0651
H 6.24826 0.81283 -1.06921 -0.0268 -0.0440 0.0575
H -4.93872 2.26542 1.16445 0.0118 -0.0197 -0.0129
```
Positions in Å, forces in eV/Å.

2S+1: 1
ΔE to the lowest compared entry with this formula, charge and spin: 0.0 kcal/mol
HOMO level: -7.0667 eV
HOMO-LUMO gap: 6.44 eV